A cluster of 9 separate species, C27H62F10N9O21S10 in total in a non-equilibrium geometry. Source: the Open Molecules 2025 dataset; level of theory: ωB97M-V/def2-TZVPD.

The geometry in XYZ format:
```
139
Properties=species:S:1:pos:R:3
C 0.51984 0.30793 -0.07678
C 1.15556 -0.53780 -1.12799
O 0.52965 -1.07625 -1.98920
N 2.66297 -0.63760 -1.17186
H 3.14197 0.15133 -1.70103
H 3.06066 -0.73805 -0.19887
C 3.02653 -1.85238 -1.97627
H 1.20070 0.79425 0.62549
H -0.36919 -0.12835 0.36584
H 0.19372 1.20572 -0.62416
H 2.60430 -2.78426 -1.61243
H 4.09078 -2.07668 -1.87156
H 2.87454 -1.54844 -3.00369
C -4.23996 1.80450 6.98765
C -3.23329 2.78737 6.39746
C -3.26303 2.63548 4.86942
N -2.15138 3.35550 4.18213
C -2.07145 4.81491 4.50991
C -2.16584 3.23348 2.67094
C -1.77900 1.84121 2.26741
C -0.88743 1.39850 3.46230
C -0.79639 2.64302 4.37239
H -4.53940 2.12179 7.99428
H -3.77097 0.83470 7.16428
H -5.22047 1.71009 6.52186
H -2.25542 2.71850 6.86762
H -3.62568 3.77881 6.63125
H -4.16543 3.14746 4.53034
H -3.23877 1.64484 4.42326
H -3.12839 5.08668 4.41310
H -1.50966 5.45553 3.83642
H -1.81625 4.95932 5.55608
H -1.38341 3.90530 2.34510
H -3.13689 3.56303 2.29922
H -1.20173 1.90464 1.34530
H -2.65206 1.22753 2.04277
H 0.10432 1.06770 3.16093
H -1.41518 0.58512 3.96409
H 0.00947 3.31729 4.08327
H -0.59655 2.34938 5.40279
C -1.80527 -3.70052 0.62869
C -1.72417 -3.91551 2.16382
C -2.48297 -5.17678 2.61485
N -2.01946 -5.62169 3.95951
C -2.14157 -4.54290 4.98562
C -2.81915 -6.84743 4.41910
C -1.84870 -7.69078 5.28114
C -0.48141 -7.00923 5.13686
C -0.60605 -6.09508 3.91212
H -1.32786 -4.53349 0.11709
H -1.35749 -2.74600 0.36628
H -2.86834 -3.63481 0.38985
H -2.25544 -3.07094 2.60698
H -0.66217 -3.84476 2.39625
H -2.24424 -5.97487 1.91277
H -3.54740 -4.95753 2.64452
H -3.15857 -4.14711 4.98976
H -1.48643 -3.70241 4.77765
H -1.99023 -4.93805 5.98656
H -3.66472 -6.46186 4.98008
H -3.11893 -7.35740 3.50747
H -2.28352 -7.72378 6.28198
H -1.87907 -8.74685 5.01239
H -0.30253 -6.47425 6.07167
H 0.30420 -7.76125 5.11979
H 0.12711 -5.32170 4.11355
H -0.52485 -6.76835 3.06227
C -2.93319 2.88567 -7.28764
C -1.53391 3.02733 -6.69478
C -1.00246 1.71834 -6.14015
N 0.46009 1.80221 -5.66483
C 0.74061 3.12224 -5.00572
C 1.35186 1.60739 -6.88779
C 1.82727 0.13807 -6.85845
C 1.24035 -0.49446 -5.59921
C 0.80994 0.66400 -4.72760
H -3.70860 2.65691 -6.56012
H -2.93358 2.10122 -8.05088
H -3.18990 3.78511 -7.84615
H -1.50333 3.78482 -5.91221
H -0.85944 3.36592 -7.48706
H -0.89579 0.98015 -6.93458
H -1.62816 1.36791 -5.32159
H 0.01252 3.26495 -4.21194
H 0.73894 3.92397 -5.73783
H 1.76727 3.00072 -4.66367
H 2.26854 2.18687 -6.80993
H 0.81926 1.86867 -7.79757
H 2.90626 0.16961 -6.73926
H 1.52939 -0.47833 -7.70385
H 1.98055 -1.10969 -5.08816
H 0.38363 -1.15125 -5.75886
H 1.57576 0.89807 -3.99033
H -0.10900 0.44005 -4.18712
N 3.86837 1.39709 -2.57581
S 3.97974 2.90085 -2.15103
O 3.16497 3.78248 -2.94740
O 5.14635 3.37701 -1.48389
F 3.04730 2.57612 -0.85469
S 4.84586 1.26623 -3.84980
O 6.12717 1.87767 -3.71953
O 4.20069 1.36808 -5.12723
F 5.13961 -0.27531 -3.73331
N 4.92768 -5.85954 -4.78576
S 4.54733 -6.20611 -3.30122
O 3.45699 -5.51183 -2.65229
O 5.65271 -6.58595 -2.47298
F 3.98384 -7.69792 -3.63271
S 5.06254 -4.22189 -4.63745
O 6.17272 -3.72299 -3.88130
O 3.81390 -3.51334 -4.58970
F 5.49762 -4.02622 -6.16926
N -3.75097 3.11438 -0.64026
S -3.15664 2.21758 -1.76324
O -3.41862 2.76609 -3.06911
O -3.20857 0.78477 -1.65464
F -1.62348 2.58085 -1.42630
S -5.08295 2.27989 -0.19751
O -4.96786 1.32670 0.87217
O -5.99341 1.90195 -1.26028
F -5.80058 3.53724 0.46188
N 3.46310 -0.89773 1.44627
S 2.83027 -0.67733 2.89201
O 2.28852 0.63843 3.13551
O 3.37726 -1.42303 3.99616
F 1.52863 -1.52368 2.53052
S 5.04048 -0.44150 1.72313
O 5.97704 -1.49157 1.97691
O 5.24382 0.76909 2.46228
F 5.30571 -0.05370 0.18270
N -0.23979 5.54740 1.18492
S 0.61981 6.90726 1.70388
O 0.67822 7.96506 0.74701
O 1.72889 6.70181 2.58625
F -0.53482 7.44878 2.68205
S 0.94448 4.65721 0.75322
O 1.54073 3.96950 1.86836
O 1.81443 5.24151 -0.23255
F 0.25349 3.49644 -0.10638
```

Summary:
lowest unoccupied orbital energy = 0.02 eV
maximum force = 5.91 eV/A
orbital gap = 6.923 eV
net charge = -1
multiplicity = 1

Löwdin population analysis, charges in e, atoms 1 to 99: number 1, C, carries 0.023; number 2, C, carries -0.380; number 3, O, carries 0.130; number 4, N, carries 0.067; number 5, H, carries 0.089; number 6, H, carries 0.078; number 7, C, carries -0.009; number 8, H, carries 0.081; number 9, H, carries 0.091; number 10, H, carries 0.078; number 11, H, carries 0.106; number 12, H, carries 0.107; number 13, H, carries 0.066; number 14, C, carries -0.109; number 15, C, carries -0.216; number 16, C, carries -0.114; number 17, N, carries -0.255; number 18, C, carries 0.036; number 19, C, carries -0.115; number 20, C, carries -0.132; number 21, C, carries -0.114; number 22, C, carries -0.061; number 23, H, carries 0.073; number 24, H, carries 0.073; number 25, H, carries 0.080; number 26, H, carries 0.110; number 27, H, carries 0.108; number 28, H, carries 0.143; number 29, H, carries 0.131; number 30, H, carries 0.112; number 31, H, carries 0.093; number 32, H, carries 0.105; number 33, H, carries 0.087; number 34, H, carries 0.141; number 35, H, carries 0.091; number 36, H, carries 0.101; number 37, H, carries 0.081; number 38, H, carries 0.102; number 39, H, carries 0.137; number 40, H, carries 0.124; number 41, C, carries -0.059; number 42, C, carries -0.226; number 43, C, carries -0.127; number 44, N, carries -0.285; number 45, C, carries 0.023; number 46, C, carries -0.069; number 47, C, carries -0.139; number 48, C, carries -0.146; number 49, C, carries -0.085; number 50, H, carries 0.084; number 51, H, carries 0.073; number 52, H, carries 0.083; number 53, H, carries 0.110; number 54, H, carries 0.110; number 55, H, carries 0.135; number 56, H, carries 0.146; number 57, H, carries 0.118; number 58, H, carries 0.112; number 59, H, carries 0.111; number 60, H, carries 0.130; number 61, H, carries 0.131; number 62, H, carries 0.113; number 63, H, carries 0.116; number 64, H, carries 0.113; number 65, H, carries 0.126; number 66, H, carries 0.147; number 67, H, carries 0.154; number 68, C, carries -0.085; number 69, C, carries -0.240; number 70, C, carries -0.101; number 71, N, carries -0.232; number 72, C, carries 0.031; number 73, C, carries -0.083; number 74, C, carries -0.129; number 75, C, carries -0.137; number 76, C, carries -0.105; number 77, H, carries 0.081; number 78, H, carries 0.075; number 79, H, carries 0.075; number 80, H, carries 0.109; number 81, H, carries 0.110; number 82, H, carries 0.133; number 83, H, carries 0.138; number 84, H, carries 0.122; number 85, H, carries 0.108; number 86, H, carries 0.077; number 87, H, carries 0.125; number 88, H, carries 0.121; number 89, H, carries 0.096; number 90, H, carries 0.115; number 91, H, carries 0.108; number 92, H, carries 0.120; number 93, H, carries 0.113; number 94, H, carries 0.123; number 95, N, carries -0.323; number 96, S, carries 0.518; number 97, O, carries -0.268; number 98, O, carries -0.226; number 99, F, carries -0.213